i) # C2H10NO

A cluster of 2 separate species, C2H10NO in total (wB97M-V/def2-TZVPD, OMol25).

Computed properties:
LUMO energy (spin up / spin down) (eV): 0.8 / 0.5
Orbital gap (spin up / spin down) (eV): 4.4 / 11.6
HOMO energy (spin up / spin down) (eV): -3.5 / -11.0
<S²>: 0.751
Multiplicity: 2

Cartesian coordinates (Å):
C -0.0123 0.2385 2.1906
O 0.5228 0.8152 0.9632
H 1.2734 1.4475 1.2321
H 0.2788 1.0049 2.9461
H -0.9793 -0.1296 2.1691
H 0.4500 -0.6897 2.3163
C -0.8449 0.0626 -1.7144
N 0.3789 -0.8176 -1.2045
H 0.2303 -1.8008 -1.3630
H 1.3555 -0.4809 -1.8428
H 0.5387 -0.5441 -0.2000
H -0.7741 -0.0280 -2.8563
H -0.6815 1.2357 -1.5627
H -1.7364 -0.3137 -1.0736

ii) # C2H10NO

A cluster of 2 separate species, C2H10NO in total (wB97M-V/def2-TZVPD, OMol25).

Computed properties:
LUMO energy (spin up / spin down) (eV): 1.0 / 0.6
Orbital gap (spin up / spin down) (eV): 4.3 / 11.6
HOMO energy (spin up / spin down) (eV): -3.3 / -10.9
<S²>: 0.750
Multiplicity: 2

Cartesian coordinates (Å):
C -2.2475 -0.3999 0.2276
N -1.0665 -0.8095 -0.5364
H -0.2086 -0.9448 0.0169
H -1.2688 -1.6292 -1.1562
H -0.8988 -0.0735 -1.2691
H -2.2882 0.6402 0.5490
H -2.2502 -0.7934 1.2367
H -3.1904 -0.7480 -0.1739
C 2.3174 1.1843 0.2158
O 1.5298 0.0370 -0.2363
H 2.0458 -0.7150 0.0952
H 2.6762 1.0650 1.2375
H 3.2058 1.1718 -0.3895
H 1.6440 2.0150 0.1829

Which one is most stable, and which one is least stable? ii) is the most stable of them, while i) is the least stable.

i) # C7H14O

A cluster of 2 separate species, C7H14O in total (wB97M-V/def2-TZVPD, OMol25).

Computed properties:
LUMO energy (eV): 0.1
Orbital gap (eV): 8.0
HOMO energy (eV): -8.0

Cartesian coordinates (Å):
C 1.0548 2.4818 -1.6135
C 0.7452 1.0825 -2.1648
C 0.3968 0.1132 -1.0927
C -0.8247 0.0199 -0.5629
C -1.1762 -0.7973 0.5658
C -0.5004 -2.0392 0.7220
C -0.8702 -2.9772 1.8328
H 0.1293 3.0027 -1.3800
H 1.6772 2.4128 -0.7251
H 1.6606 3.0513 -2.3221
H 1.6184 0.7190 -2.7039
H -0.0154 1.1053 -2.9458
H 1.2290 -0.3350 -0.5469
H -1.5834 0.6565 -1.0151
H 0.1924 -1.2090 1.1714
H -0.0525 -2.4354 -0.1932
H -1.8047 -3.5053 1.6312
H -1.1023 -2.3735 2.7176
H -0.0651 -3.6983 2.0134
H -0.2275 1.2686 1.4797
H -0.6005 1.6934 2.8867
O 0.1194 1.7633 2.2452

ii) # C7H14O

A structure of composition C7H14O (wB97M-V/def2-TZVPD, OMol25).

Computed properties:
LUMO energy (eV): 0.8
Orbital gap (eV): 9.1
HOMO energy (eV): -8.3

Cartesian coordinates (Å):
C -0.8351 -0.2198 0.0118
C -1.5176 -1.2780 0.8634
C -1.1653 1.1803 0.5035
C -1.0744 -0.4415 -1.4747
H 0.6371 0.2280 -0.2463
H -2.1487 -0.4622 -1.6857
H -0.6371 0.3491 -2.0895
H -1.2174 -1.1882 1.9075
H -1.2797 -2.2876 0.5197
H -2.6038 -1.1503 0.8023
H -2.2490 1.3300 0.5330
H -0.7398 1.9568 -0.1378
H -0.7760 1.3138 1.5156
H -0.6627 -1.4006 -1.8026
C 0.9927 -0.6605 0.5790
C 1.9806 0.3455 -0.5820
C 2.7689 1.2274 0.0127
O 1.1889 -0.4182 1.7650
H 1.0718 -1.6241 0.0647
H 2.0567 0.0381 -1.6202
H 3.5566 1.7513 -0.5164
H 2.6533 1.4105 1.0770

Which one is most stable, and which one is least stable? i) is the most stable of them, while ii) is the least stable.

i) # C7H14O

The molecule C7H14O (wB97M-V/def2-TZVPD, OMol25).

Computed properties:
SMILES: C=C(C)CCCCO
LUMO energy (eV): 1.0
Orbital gap (eV): 10.2
HOMO energy (eV): -9.2

Cartesian coordinates (Å):
C 0.0163 1.1669 -2.1800
O 0.7905 2.0827 -3.1341
C 0.9595 0.0383 -1.7253
C 0.2223 -0.6677 -0.5902
C 0.4288 0.0846 0.6743
C 0.4147 -1.4683 2.5407
C -0.2356 -0.5372 1.8503
C -1.6846 -0.0764 2.0873
H -0.1510 1.7637 -1.3604
H -0.9986 0.9304 -2.6868
H 0.3055 2.2083 -3.9394
H 1.1715 -0.8375 -2.4372
H 1.9231 0.5161 -1.4659
H -0.9189 -0.8249 -0.9080
H 0.5845 -1.6996 -0.4451
H 1.5600 0.0849 0.8372
H 0.0035 1.1401 0.6078
H 1.4095 -1.8788 2.2730
H 0.1462 -2.0849 3.3954
H -2.0550 0.4136 1.1632
H -2.3012 -0.9649 2.4686
H -1.5908 0.6106 2.9746

ii) # C7H14O

The molecule C7H14O (wB97M-V/def2-TZVPD, OMol25).

Computed properties:
SMILES: C=C(C)C(C)(C)CO
LUMO energy (eV): 0.8
Orbital gap (eV): 10.2
HOMO energy (eV): -9.4

Cartesian coordinates (Å):
C -0.0006 -0.1766 0.3192
C -0.0551 0.9325 1.5104
C -1.2355 -1.0854 0.4623
C 1.2800 -1.0091 0.5296
C 0.3413 -0.4293 -2.2601
C -0.0165 0.5093 -1.0379
C -0.3358 1.7811 -1.3172
O -0.0536 0.3100 2.7905
H -0.2955 0.9882 3.4427
H 0.8229 1.5842 1.4534
H -0.9617 1.5417 1.4381
H -1.2110 -1.9196 -0.2465
H -2.1604 -0.5256 0.2843
H -1.2940 -1.5203 1.4659
H 1.3337 -1.4039 1.5501
H 2.1772 -0.4060 0.3546
H 1.3192 -1.8748 -0.1400
H -0.2064 -0.1133 -3.1539
H 1.4152 -0.3630 -2.4570
H 0.0770 -1.4748 -2.0865
H -0.3189 2.1505 -2.3395
H -0.6216 2.5043 -0.5624

Which one is most stable, and which one is least stable? ii) is the most stable of them, while i) is the least stable.

i) # C7H14O

A structure of composition C7H14O (wB97M-V/def2-TZVPD, OMol25).

Computed properties:
LUMO energy (eV): 0.8
Orbital gap (eV): 9.7
HOMO energy (eV): -8.9

Cartesian coordinates (Å):
C -1.2901 0.4273 -0.5469
C -2.1371 -0.7407 -0.0648
C -1.4306 1.6936 0.2800
H -1.5395 0.6512 -1.5844
H -0.0746 0.0322 -0.0866
H -0.7370 2.4479 -0.0931
H -2.4468 2.0885 0.2261
H -2.0041 -1.6218 -0.6947
H -3.1988 -0.4851 -0.0959
H -1.9020 -0.9979 0.9695
H -1.1958 1.4997 1.3290
C 1.6558 -1.8116 0.2907
C 1.5298 -0.3213 0.2026
C 0.8458 0.3508 -1.2226
C 2.1605 0.5536 0.9780
O 1.1598 1.4816 -1.5449
H 0.7480 -0.5101 -1.8986
H 2.0972 -2.2197 -0.6214
H 0.6790 -2.2817 0.4170
H 2.2763 -2.1004 1.1398
H 2.7034 0.2528 1.8649
H 2.1004 1.6113 0.7564

ii) # C7H14O

The molecule C7H14O (wB97M-V/def2-TZVPD, OMol25).

Computed properties:
SMILES: CCCC/C=C/CO
LUMO energy (eV): 1.0
Orbital gap (eV): 10.7
HOMO energy (eV): -9.6

Cartesian coordinates (Å):
C -0.9468 -2.8415 -0.8371
C 0.1954 -1.9832 -0.4158
C 0.6043 -0.7913 -1.3777
C -0.0719 0.5540 -1.1384
C 0.1820 2.7112 2.0021
O 0.7221 1.8085 2.9501
C 0.1993 2.0590 0.6874
C -0.3277 0.9491 0.2625
H -0.8346 -3.2064 -1.8612
H -1.3453 -3.7536 -0.3725
H -1.7631 -2.1899 -0.9746
H -0.3138 -1.2648 0.4700
H 1.0032 -2.6155 0.0831
H 0.5867 -1.1579 -2.4947
H 1.6926 -0.7568 -1.3366
H -1.0956 0.6217 -1.7042
H 0.4249 1.4005 -1.6356
H 0.7659 3.6118 1.8877
H -0.6988 3.0674 2.4876
H 1.0885 1.0161 2.5956
H 0.8543 2.5953 -0.0817
H -0.9217 0.1663 0.8040

iii) # C7H14O

A cluster of 2 separate species, C7H14O in total (wB97M-V/def2-TZVPD, OMol25).

Computed properties:
SMILES: C=CCC(=C)CC.O
LUMO energy (eV): 0.8
Orbital gap (eV): 9.1
HOMO energy (eV): -8.3

Cartesian coordinates (Å):
C -2.5354 0.5727 0.3825
C -1.2055 0.6716 -0.3083
C -0.3456 -0.5358 -0.3984
C -0.8781 -1.6119 -1.0288
C 0.9117 -0.5887 0.3787
C 0.5912 -0.3671 1.8445
C 0.4330 0.8739 2.2696
H -3.2542 -0.1201 -0.0509
H -2.3841 0.1799 1.3603
H -2.9551 1.5765 0.3222
H -0.6842 1.5172 -0.0827
H -1.5260 0.8545 -1.3988
H -0.6116 -2.5475 -0.8245
H -1.5859 -1.5227 -1.8773
H 1.7209 0.1625 -0.0110
H 1.3366 -1.6523 0.2980
H 0.2530 -1.1997 2.3595
H 0.4495 1.1349 3.3991
H 0.3805 1.7656 1.6557
H 2.4978 1.3439 -2.8423
H 3.4434 0.1419 -2.3842
O 2.6365 0.5346 -2.3451

Which one is most stable, and which one is least stable? ii) is the most stable of them, while i) is the least stable.

i) # C6H11NO

The molecule C6H11NO (wB97M-V/def2-TZVPD, OMol25).

Computed properties:
LUMO energy (spin up / spin down) (eV): 0.4 / 0.9
Orbital gap (spin up / spin down) (eV): 6.9 / 7.7
HOMO energy (spin up / spin down) (eV): -6.5 / -6.8

Cartesian coordinates (Å):
C -0.0764 -2.2687 0.1528
C -1.7686 0.8877 0.7804
C 2.5736 1.9463 -0.1020
C -0.9430 -1.1982 -0.4121
C -0.8398 0.1552 -0.1567
C 1.2947 1.2455 -0.1198
O -1.7798 -1.5161 -1.4430
N 0.6840 0.4574 0.5530
H -1.6186 -2.4199 -1.7432
H -0.7016 0.7584 -1.1307
H -0.5943 -2.8670 0.9048
H 0.2606 -2.9426 -0.6424
H 0.7937 -1.8097 0.6200
H -1.6853 0.4902 1.7903
H -1.5199 1.9474 0.8045
H -2.7927 0.7642 0.4256
H 3.1054 1.7004 0.8234
H 3.1835 1.6438 -0.9542
H 2.4247 3.0257 -0.1507

ii) # C6H11NO

The molecule C6H11NO (wB97M-V/def2-TZVPD, OMol25).

Computed properties:
SMILES: CC1=C[C@H](O)[C@]1(C)N
LUMO energy (eV): 0.8
Orbital gap (eV): 10.1
HOMO energy (eV): -9.2

Cartesian coordinates (Å):
C 0.3988 1.4659 1.0990
C 1.1766 -1.8936 0.4732
C -0.0404 0.5559 -0.0281
C 0.0307 -0.9424 0.2065
N 0.5613 0.9011 -1.3329
C -1.5847 0.3391 -0.2338
C -1.3068 -1.1064 0.1215
O -2.0879 0.5135 -1.5762
H -1.2553 0.5927 -2.0853
H 1.1263 1.7500 -1.3020
H 1.1911 0.1776 -1.6815
H -2.2187 0.8792 0.4784
H -1.9689 -1.9621 0.2111
H 1.4817 1.4141 1.2569
H -0.0865 1.1959 2.0441
H 0.1383 2.5090 0.8872
H 0.8481 -2.8155 0.9573
H 1.6041 -2.1813 -0.4958
H 1.9922 -1.3929 1.0006

iii) # C6H11NO

The molecule C6H11NO (wB97M-V/def2-TZVPD, OMol25).

Computed properties:
SMILES: [H]/N=C\C(=C)[C@H](C)OC
LUMO energy (eV): 0.4
Orbital gap (eV): 9.9
HOMO energy (eV): -9.5

Cartesian coordinates (Å):
C -0.5595 -0.9441 -0.0828
C -1.6457 1.2866 -0.3412
C -0.2253 -1.2939 -1.5324
C 0.5442 -0.2549 0.6754
C 1.4201 0.7052 -0.0208
C 0.8023 -0.6361 1.9356
O -1.7245 -0.0408 0.1096
N 2.2192 1.5440 0.4782
H -0.8598 -1.8469 0.4579
H 2.2402 1.5575 1.4982
H 1.3721 0.6998 -1.1070
H -2.6408 1.7077 -0.2243
H -1.3526 1.3746 -1.3889
H -0.9482 1.8724 0.2636
H -0.2908 -0.4222 -2.1789
H -0.9337 -2.0303 -1.8979
H 0.7827 -1.6941 -1.5993
H 1.6230 -0.2337 2.5080
H 0.1772 -1.3507 2.4470

Which one is most stable, and which one is least stable? ii) is the most stable of them, while i) is the least stable.

i) # C6H11NO

A cluster of 2 separate species, C6H11NO in total (wB97M-V/def2-TZVPD, OMol25).

Computed properties:
LUMO energy (eV): -3.8
Orbital gap (eV): 3.0
HOMO energy (eV): -6.8

Cartesian coordinates (Å):
C 0.1720 0.2123 -0.3538
C 1.9246 -1.5838 0.0896
C 1.0257 -0.9610 -0.7686
C 0.9500 -1.4189 -2.0627
C -1.0810 -0.3990 0.3264
N -2.2776 -0.3191 -0.2221
C -1.8600 0.8175 1.0089
O 0.3881 2.9030 1.1218
H 0.0472 0.8139 -1.2419
H 0.6925 0.7904 0.4208
H 2.0983 -1.0600 1.0131
H 2.2270 -2.6096 -0.0795
H 0.5462 3.8553 1.1827
H 0.2779 -0.9419 -2.7616
H 1.4115 -2.3563 -2.3467
H -0.8062 -1.2942 0.9209
H -1.0854 1.1433 1.7288
H -2.7270 0.7197 1.6494
H -1.9240 1.6886 0.3744

ii) # C6H11NO

A cluster of 2 separate species, C6H11NO in total (wB97M-V/def2-TZVPD, OMol25).

Computed properties:
SMILES: Cc1c[nH]c(C)c1.O
LUMO energy (eV): 0.8
Orbital gap (eV): 8.2
HOMO energy (eV): -7.4

Cartesian coordinates (Å):
C -1.3599 -2.0661 1.1971
C -0.5103 -1.0054 0.6706
C 0.6516 -0.9817 -0.0273
N 0.9660 0.4547 -0.2420
C 0.2095 1.1441 0.6507
C -0.7784 0.2372 1.2211
C 0.4824 2.6770 0.6072
H -0.7072 -2.9273 1.6549
H -2.0810 -2.0244 2.0900
H -2.1056 -2.2565 0.3975
H 1.2869 -1.6557 -0.5596
H 1.5303 0.8616 -0.9495
H -1.5004 0.5383 1.9649
H -0.3326 3.1398 -0.0105
H 0.4284 3.4554 1.3691
H 1.3540 3.0865 -0.0773
H 0.2442 -0.1381 -3.7390
H -0.3085 -1.1813 -2.7211
O 0.4075 -0.5139 -2.9552

iii) # C6H11NO

A structure of composition C6H11NO (wB97M-V/def2-TZVPD, OMol25).

Computed properties:
LUMO energy (spin up / spin down) (eV): 0.1 / 0.1
Orbital gap (spin up / spin down) (eV): 7.3 / 7.3
HOMO energy (spin up / spin down) (eV): -7.2 / -7.2

Cartesian coordinates (Å):
C 0.6540 -1.7806 0.9821
C 0.3590 -0.7959 -0.1183
C -1.2199 0.1751 0.4170
C -2.2456 0.0985 -0.4631
N 0.5883 -0.9393 -1.3529
H 0.9981 -1.8498 -1.5730
H -1.3186 -0.1156 1.4571
H 0.9587 -1.2678 1.8949
H -0.2413 -2.3689 1.1967
H 1.4500 -2.4650 0.6812
H -2.1439 0.3709 -1.5036
H -3.1816 -0.3323 -0.1324
C 0.9864 1.8067 -0.7935
C 0.6203 1.1261 0.4910
O 1.1611 1.0917 1.5679
H -0.6893 1.3307 0.5346
H 1.9566 1.4319 -1.1209
H 0.2579 1.6057 -1.5726
H 1.0499 2.8779 -0.5922

Which one is most stable, and which one is least stable? ii) is the most stable of them, while i) is the least stable.